Computed, not measured: 2 unconnected molecules or ions with the total composition H2N2O3S at a distorted geometry, with ωB97M-V/def2-TZVPD.

Each line ends with the Mulliken charge.
Cartesian coordinates (Å):
N: -0.40 2.04 -1.19  0.013
N: -0.78 -0.06 0.00  -0.397
O: 1.83 1.03 -3.33  -0.369
O: 2.49 0.60 -1.08  -0.378
O: -1.04 1.43 -0.42  -0.042
S: 2.24 1.57 -2.09  0.720
H: -1.60 -0.64 0.16  0.220
H: -0.04 -0.67 -0.36  0.233

Summary:
Net charge: 0
E_tot, eV: -19984.1493
Energy relative to the best compared isomer or geometry (same formula, charge and spin), kcal per mole: 86.3
HOMO level (alpha / beta), Eh: -0.3424 / -0.3423
Spin multiplicity: 1
HOMO-LUMO gap (alpha / beta), eV: 8.414 / 8.415

Computed, not measured: 2 unconnected molecules or ions with the total composition H2N2O3S at a distorted geometry, with ωB97M-V/def2-TZVPD.

Each line ends with the Mulliken charge.
Cartesian coordinates (Å):
N: 0.35 0.68 1.00  -0.639
N: 0.56 0.46 -0.15  0.652
O: -0.74 -2.26 0.50  -0.419
O: -2.24 -0.51 -0.14  -0.416
O: 1.55 1.17 -0.97  -0.575
S: -1.69 -1.22 1.00  0.756
H: 0.01 -0.05 -0.76  0.266
H: 2.21 1.74 -0.48  0.374

Summary:
Net charge: 0
E_tot, eV: -19986.4574
Energy relative to the best compared isomer or geometry (same formula, charge and spin), kcal per mole: 33.0
HOMO level, Eh: -0.3683
Spin multiplicity: 1
HOMO-LUMO gap, eV: 8.708

Computed, not measured: 2 unconnected molecules or ions with the total composition H2N2O3S at a distorted geometry, with ωB97M-V/def2-TZVPD.

Each line ends with the Mulliken charge.
Cartesian coordinates (Å):
N: -0.91 0.16 -0.47  -0.460
N: 2.52 1.01 -0.30  0.187
O: 1.74 0.22 0.48  -0.372
O: 3.23 1.77 0.28  -0.317
O: -2.65 1.52 0.62  -0.418
S: -1.44 1.52 -0.12  0.583
H: -1.58 -0.56 -0.68  0.274
H: 0.94 -0.12 -0.14  0.523

Summary:
Net charge: 0
E_tot, eV: -19986.2380
Energy relative to the best compared isomer or geometry (same formula, charge and spin), kcal per mole: 38.1
HOMO level, Eh: -0.3670
Spin multiplicity: 1
HOMO-LUMO gap, eV: 8.461

Computed, not measured: 2 unconnected molecules or ions with the total composition H2N2O3S at a distorted geometry, with ωB97M-V/def2-TZVPD.

Each line ends with the Mulliken charge.
Cartesian coordinates (Å):
N: -0.34 -0.35 -1.63  -0.189
N: 1.60 -0.18 -2.37  0.756
O: 2.32 -1.10 -2.52  -0.485
O: 1.73 0.99 -2.40  -0.412
O: -0.27 0.80 -1.10  -0.113
S: 0.50 1.23 0.44  -0.039
H: -0.19 -1.29 -1.03  0.275
H: 0.82 2.55 0.02  0.207

Summary:
Net charge: 0
E_tot, eV: -19982.4419
Energy relative to the best compared isomer or geometry (same formula, charge and spin), kcal per mole: 125.6
HOMO level (alpha / beta), Eh: -0.3322 / -0.3370
Spin multiplicity: 1
HOMO-LUMO gap (alpha / beta), eV: 8.448 / 8.606

Computed, not measured: a gas-phase ion, H2N2O4P (charge -1) at a distorted geometry, with ωB97M-V/def2-TZVPD.

Each line ends with the Mulliken charge.
Cartesian coordinates (Å):
N: -0.19 -0.78 1.16  -0.625
P: 0.74 0.19 0.07  0.869
O: 1.47 -0.67 -1.00  -0.700
O: 1.22 1.35 0.83  -0.684
N: -0.79 0.71 -0.87  0.816
O: -1.88 0.18 -0.98  -0.601
O: -0.54 1.72 -1.51  -0.582
H: -0.37 -1.45 0.41  0.267
H: 0.34 -1.25 1.90  0.240

Summary:
Net charge: -1
E_tot, eV: -20492.9791
Energy relative to the best compared isomer or geometry (same formula, charge and spin), kcal per mole: 21.8
HOMO level, Eh: -0.2121
Spin multiplicity: 1
SMILES: N[P@](=O)([O-])[N+](=O)[O-]
HOMO-LUMO gap, eV: 10.065

Computed, not measured: 2 unconnected molecules or ions with the total composition H2N2O4S at a distorted geometry, with ωB97M-V/def2-TZVPD.

Each line ends with the Mulliken charge.
Cartesian coordinates (Å):
N: 1.21 1.21 0.08  -0.504
N: -0.69 -1.83 0.20  0.715
O: -1.57 -1.68 0.98  -0.339
O: 0.04 -2.66 -0.26  -0.405
O: -1.17 1.39 0.50  -0.482
O: -0.54 1.01 -1.89  -0.503
S: -0.34 0.73 -0.48  0.919
H: 1.87 0.59 -0.23  0.285
H: 1.19 1.23 1.11  0.314

Summary:
Net charge: 0
E_tot, eV: -22032.4502
Energy relative to the best compared isomer or geometry (same formula, charge and spin), kcal per mole: 63.2
HOMO level (alpha / beta), Eh: -0.3808 / -0.3632
Spin multiplicity: 1
HOMO-LUMO gap (alpha / beta), eV: 8.197 / 8.304

Computed, not measured: a gas-phase ion, H2N2P (charge +1) at a distorted geometry, with ωB97M-V/def2-TZVPD.

Each line ends with the Mulliken charge.
Cartesian coordinates (Å):
N: -2.84 -0.17 0.03  0.161
N: -1.74 0.13 0.00  0.237
P: -0.22 0.83 -0.03  0.195
H: 0.20 -0.35 -0.86  0.219
H: 0.09 0.24 1.12  0.188

Summary:
Net charge: +1
E_tot, eV: -12291.7398
Energy relative to the best compared isomer or geometry (same formula, charge and spin), kcal per mole: 0.0
HOMO level, Eh: -0.6449
Spin multiplicity: 1
SMILES: N#[N+]P
HOMO-LUMO gap, eV: 10.858

Computed, not measured: a gas-phase ion, H2N3O (charge -1) at a distorted geometry, with ωB97M-V/def2-TZVPD.

Each line ends with the Mulliken charge.
Cartesian coordinates (Å):
N: 0.00 -0.15 1.31  -0.814
N: 0.00 0.01 0.04  0.976
N: -1.06 -0.37 -0.61  -0.756
O: 1.05 0.52 -0.68  -0.770
H: 0.71 0.39 1.87  0.170
H: -0.73 -0.42 -1.60  0.194

Summary:
Net charge: -1
E_tot, eV: -6547.6373
Energy relative to the best compared isomer or geometry (same formula, charge and spin), kcal per mole: 44.4
HOMO level, Eh: -0.1198
Spin multiplicity: 1
SMILES: [NH-][N+]([NH-])=O
HOMO-LUMO gap, eV: 8.973

net charge of number 1 (H2N2O3S)? 0

Repeat the third record exactly.
Computed, not measured: 2 unconnected molecules or ions with the total composition H2N2O3S at a distorted geometry, with ωB97M-V/def2-TZVPD.

Each line ends with the Mulliken charge.
Cartesian coordinates (Å):
N: -0.91 0.16 -0.47  -0.460
N: 2.52 1.01 -0.30  0.187
O: 1.74 0.22 0.48  -0.372
O: 3.23 1.77 0.28  -0.317
O: -2.65 1.52 0.62  -0.418
S: -1.44 1.52 -0.12  0.583
H: -1.58 -0.56 -0.68  0.274
H: 0.94 -0.12 -0.14  0.523

Summary:
Net charge: 0
E_tot, eV: -19986.2380
Energy relative to the best compared isomer or geometry (same formula, charge and spin), kcal per mole: 38.1
HOMO level, Eh: -0.3670
Spin multiplicity: 1
HOMO-LUMO gap, eV: 8.461

What did the seventh record say?
Computed, not measured: a gas-phase ion, H2N2P (charge +1) at a distorted geometry, with ωB97M-V/def2-TZVPD.

Each line ends with the Mulliken charge.
Cartesian coordinates (Å):
N: -2.84 -0.17 0.03  0.161
N: -1.74 0.13 0.00  0.237
P: -0.22 0.83 -0.03  0.195
H: 0.20 -0.35 -0.86  0.219
H: 0.09 0.24 1.12  0.188

Summary:
Net charge: +1
E_tot, eV: -12291.7398
Energy relative to the best compared isomer or geometry (same formula, charge and spin), kcal per mole: 0.0
HOMO level, Eh: -0.6449
Spin multiplicity: 1
SMILES: N#[N+]P
HOMO-LUMO gap, eV: 10.858